C24H23F3N6O4 | wB97M-V/def2-TZVPD

Its HOMO-LUMO gap is 9.1 eV. The value obtained for the highest occupied orbital energy is -8.7 eV. The value obtained for the total energy is -50547.3189 eV. Its SMILES is COCCN(C(=O)Cn1c(C(F)(F)F)nc2ccccc21)c1c(N)n(Cc2ccccc2)c(=O)[nH]c1=O.

XYZ file:
```
60
Properties=species:S:1:pos:R:3:forces:R:3:nbo_charge:R:1
C 1.040 -2.200 5.629 -0.06 0.01 0.01 -0.261
O 2.160 -1.671 4.949 0.25 0.17 0.16 -0.535
C 2.033 -1.695 3.552 -0.11 -0.02 -0.14 -0.087
C 1.252 -0.470 3.016 0.05 -0.10 0.47 -0.252
N 0.314 -0.813 1.956 0.54 0.23 -0.33 -0.452
C -0.937 -1.190 2.316 -0.31 0.01 -0.44 0.712
O -1.337 -1.146 3.460 -0.17 -0.16 0.19 -0.616
C -1.877 -1.568 1.163 -0.17 -0.40 0.52 -0.321
N -1.958 -0.510 0.187 -0.08 0.15 -0.30 -0.350
C -2.000 -0.602 -1.176 -0.03 0.60 -0.02 0.251
C -2.002 -1.898 -1.913 0.07 -0.67 -0.41 0.966
F -2.271 -1.740 -3.204 -0.04 0.26 -0.03 -0.296
F -2.902 -2.766 -1.421 -0.15 0.09 0.22 -0.315
F -0.807 -2.524 -1.842 0.13 0.11 0.15 -0.328
N -2.054 0.545 -1.789 -0.21 -0.54 -0.40 -0.407
C -2.064 1.485 -0.798 0.00 -0.33 0.79 0.061
C -2.112 2.874 -0.883 -0.01 -0.10 0.07 -0.187
C -2.119 3.581 0.298 0.01 0.17 -0.13 -0.238
C -2.094 2.936 1.539 0.04 -0.08 0.08 -0.195
C -2.047 1.562 1.648 -0.01 -0.08 0.20 -0.279
C -2.019 0.838 0.461 -0.17 0.54 -0.50 0.168
C 0.893 -1.146 0.698 -0.19 -0.19 0.15 -0.172
C 1.291 -0.158 -0.172 -0.22 -0.03 0.56 0.479
N 1.108 1.161 0.110 0.23 -0.27 -0.14 -0.799
N 1.959 -0.479 -1.322 0.08 0.14 -0.10 -0.435
C 2.435 0.566 -2.222 0.20 0.07 -0.30 -0.277
C 1.305 1.247 -2.952 0.00 0.06 -0.04 0.029
C 0.403 0.485 -3.685 0.10 0.10 -0.08 -0.234
C -0.637 1.093 -4.362 0.16 -0.01 -0.09 -0.149
C -0.779 2.470 -4.322 0.02 0.06 -0.08 -0.217
C 0.120 3.237 -3.602 -0.05 0.08 -0.05 -0.207
C 1.155 2.628 -2.912 0.09 -0.10 -0.03 -0.266
C 2.259 -1.795 -1.667 -0.04 0.02 0.26 0.805
O 2.868 -2.072 -2.671 0.13 -0.17 -0.38 -0.614
N 1.826 -2.737 -0.780 0.11 -0.53 -0.03 -0.630
C 1.126 -2.536 0.403 0.10 0.63 -0.14 0.652
O 0.754 -3.475 1.078 -0.10 -0.30 0.08 -0.628
H 0.952 -3.277 5.445 -0.01 0.01 0.01 0.167
H 0.107 -1.718 5.322 0.03 -0.01 0.02 0.190
H 1.214 -2.024 6.688 -0.06 -0.05 0.02 0.189
H 1.529 -2.614 3.226 0.06 0.09 -0.02 0.194
H 3.052 -1.695 3.155 -0.09 -0.05 -0.02 0.186
H 0.672 -0.046 3.839 0.15 0.01 -0.07 0.239
H 1.938 0.288 2.635 -0.05 0.00 0.02 0.201
H -2.864 -1.751 1.603 0.23 0.02 -0.02 0.237
H -1.525 -2.492 0.700 -0.03 0.11 -0.01 0.261
H -2.150 3.355 -1.846 0.00 0.09 -0.11 0.230
H -2.160 4.660 0.273 -0.01 0.11 -0.01 0.218
H -2.121 3.532 2.439 0.00 0.04 0.10 0.220
H -2.051 1.078 2.610 0.01 -0.04 0.16 0.244
H 1.037 1.801 -0.667 -0.08 0.01 0.04 0.418
H 0.485 1.355 0.879 -0.06 -0.02 0.00 0.422
H 3.083 0.057 -2.942 -0.07 0.16 0.23 0.275
H 3.033 1.284 -1.653 -0.05 -0.06 -0.06 0.213
H 0.527 -0.587 -3.727 -0.02 -0.17 0.00 0.223
H -1.337 0.490 -4.917 -0.10 -0.06 -0.04 0.222
H -1.589 2.944 -4.856 -0.09 0.05 -0.05 0.217
H 0.019 4.312 -3.572 -0.03 0.09 0.00 0.216
H 1.863 3.234 -2.361 0.08 0.05 0.07 0.211
H 2.002 -3.702 -1.040 -0.01 0.18 0.01 0.435
```
Positions in Å, forces in eV/Å.

---

C24H23N5O2PPtS | wB97M-V/def2-TZVPD

Its HOMO-LUMO gap is 6.9 eV. The value obtained for the highest occupied orbital energy is -10.5 eV. The value obtained for the total energy is -60172.6555 eV. The energy relative to the best compared isomer or geometry (same formula, charge and spin) comes out at 4.90 kJ/mol. As for the total charge: +1.

XYZ file:
```
57
Properties=species:S:1:pos:R:3:forces:R:3:nbo_charge:R:1
Pt 0.056 0.845 0.250 -0.61 0.53 -0.29 0.589
N -6.421 3.590 -2.882 -0.03 -0.07 0.03 -0.779
C -5.095 3.309 -2.709 0.03 0.02 -0.01 0.213
C -4.461 3.584 -1.488 -0.01 0.00 0.00 -0.273
C -3.128 3.279 -1.308 0.01 0.00 0.00 -0.177
C -2.409 2.697 -2.346 0.02 0.06 0.04 -0.372
C -3.020 2.416 -3.565 0.00 0.02 -0.03 -0.143
C -4.352 2.717 -3.742 0.00 0.00 0.02 -0.277
S -0.746 2.247 -2.124 -0.13 -0.24 -0.30 2.322
O -0.254 2.909 -0.903 0.33 -0.23 0.26 -0.981
O -0.019 2.413 -3.339 -0.03 0.08 0.05 -0.888
N -0.742 0.683 -1.621 0.65 -0.16 0.25 -0.989
C -0.352 -0.322 -2.524 -0.29 -0.06 -0.21 0.550
N -0.963 -0.318 -3.704 -0.07 0.02 -0.12 -0.483
C -0.615 -1.278 -4.554 -0.07 0.08 0.03 0.102
C 0.290 -2.269 -4.223 0.06 -0.05 0.02 -0.324
C 0.836 -2.194 -2.955 0.02 0.02 -0.03 0.098
N 0.541 -1.214 -2.106 -0.03 0.12 0.25 -0.501
H -6.893 4.176 -2.218 0.01 0.02 -0.01 0.395
H -6.814 3.560 -3.806 0.01 0.02 0.00 0.396
H -5.021 4.055 -0.689 0.00 0.00 0.00 0.217
H -2.631 3.515 -0.377 -0.01 0.00 0.00 0.237
H -2.444 1.963 -4.361 0.00 0.00 0.01 0.253
H -4.831 2.508 -4.690 0.00 0.00 0.00 0.221
H -1.102 -1.261 -5.523 0.01 0.02 -0.01 0.206
H 0.558 -3.053 -4.916 0.00 -0.01 0.01 0.237
H 1.549 -2.933 -2.606 0.00 0.00 0.01 0.204
C -2.782 0.004 1.584 0.05 0.06 -0.04 -0.980
P -1.230 -0.771 1.077 0.22 -0.30 0.00 1.283
C -0.514 -1.584 2.511 0.03 0.00 0.03 -0.447
C 0.785 -2.086 2.403 0.01 0.03 0.03 -0.138
C 1.371 -2.725 3.481 0.00 0.00 0.00 -0.224
C 0.672 -2.852 4.676 0.00 0.00 0.00 -0.174
C -0.614 -2.345 4.790 -0.01 0.00 0.01 -0.200
C -1.212 -1.713 3.707 0.01 -0.04 -0.01 -0.179
C -1.706 -2.056 -0.090 -0.15 -0.05 0.06 -0.331
C -1.199 -3.348 0.021 0.03 0.00 -0.03 -0.195
C -1.581 -4.322 -0.888 0.00 0.00 0.01 -0.207
C -2.474 -4.015 -1.904 0.00 0.00 0.00 -0.174
C -2.998 -2.733 -2.005 0.01 0.01 -0.02 -0.193
C -2.621 -1.755 -1.101 0.04 -0.02 0.03 -0.214
H -3.468 -0.748 1.973 0.02 -0.01 -0.01 0.259
H -3.229 0.469 0.705 0.00 0.03 0.02 0.270
H -2.594 0.775 2.330 0.00 0.00 0.01 0.260
H 1.334 -1.966 1.475 0.01 0.00 0.00 0.225
H 2.375 -3.121 3.394 0.00 0.00 0.00 0.231
H 1.132 -3.348 5.520 0.00 0.00 0.00 0.232
H -1.157 -2.443 5.720 0.00 0.00 0.00 0.232
H -2.217 -1.327 3.809 0.00 0.00 0.00 0.221
H -0.511 -3.605 0.815 0.00 0.00 -0.01 0.225
H -1.184 -5.324 -0.797 0.00 0.00 0.00 0.229
H -2.768 -4.776 -2.614 0.00 0.00 0.00 0.229
H -3.698 -2.489 -2.793 0.00 -0.01 0.00 0.230
H -3.022 -0.755 -1.206 0.01 0.03 -0.02 0.230
N 1.427 1.294 2.974 0.02 0.06 -0.05 -0.585
C 0.912 1.129 1.956 -0.15 -0.01 0.06 0.354
H 1.883 1.473 3.845 0.02 -0.02 -0.01 0.475
```
Positions in Å, forces in eV/Å.

---

C24H23N5O2RuTe | wB97M-V/def2-TZVPD

Its HOMO-LUMO gap (spin up / spin down) is 6.5 / 6.5 eV. The value obtained for the highest occupied orbital energy (spin up / spin down) is -14.0 / -14.0 eV. The value obtained for the total energy is -46668.5523 eV. The energy relative to the best compared isomer or geometry (same formula, charge and spin) comes out at 49.37 kJ/mol. As for the total charge: +2.

XYZ file:
```
56
Properties=species:S:1:pos:R:3:forces:R:3:nbo_charge:R:1
Ru -0.092 -0.289 -0.011 -0.42 -0.64 -1.06 0.498
N 2.289 -1.076 1.936 -0.16 -0.07 -0.12 -0.782
C 2.808 -0.727 0.728 0.03 0.01 0.09 0.413
C 4.183 -0.856 0.462 0.02 0.00 0.06 -0.263
C 4.684 -0.460 -0.747 0.05 -0.01 -0.01 -0.103
C 3.819 0.070 -1.714 -0.01 -0.01 -0.01 -0.270
C 2.491 0.134 -1.413 0.22 -0.08 0.10 0.055
N 1.977 -0.278 -0.225 -0.71 0.13 -0.61 -0.445
H 2.944 -1.303 2.666 0.00 0.00 0.01 0.417
H 1.467 -0.583 2.253 0.12 0.11 0.12 0.408
H 4.827 -1.247 1.238 0.01 0.01 -0.01 0.244
H 5.743 -0.541 -0.949 -0.01 -0.01 0.01 0.250
H 4.181 0.411 -2.672 -0.02 0.00 0.00 0.252
H 1.781 0.515 -2.132 0.00 0.05 0.00 0.191
Te -1.100 0.181 -2.374 0.86 0.47 0.80 1.234
C -2.967 0.140 -1.525 -0.09 0.09 0.02 -0.375
C -3.058 -0.007 -0.136 0.03 -0.01 -0.26 -0.195
C -4.299 -0.043 0.465 0.04 -0.04 0.10 -0.130
C -5.443 0.060 -0.324 0.01 0.01 -0.03 -0.150
C -5.352 0.187 -1.703 -0.03 -0.02 -0.01 -0.182
C -4.108 0.231 -2.317 -0.02 0.00 0.06 -0.181
H -2.168 -0.071 0.498 -0.04 0.04 0.17 0.171
H -4.384 -0.147 1.539 -0.01 0.00 -0.01 0.235
H -6.417 0.040 0.148 0.00 -0.01 0.00 0.248
H -6.248 0.253 -2.304 0.00 0.01 0.02 0.251
H -4.033 0.330 -3.392 0.00 0.02 0.00 0.242
O -0.666 2.308 -2.146 -0.04 -0.61 0.27 -0.637
C -0.227 2.595 -0.973 0.10 0.02 0.46 0.698
N -0.084 1.683 -0.030 -0.14 0.55 -0.52 -0.615
C 0.431 2.223 1.134 0.27 0.28 0.44 0.690
O 0.621 1.474 2.071 0.13 0.27 0.09 -0.562
C 0.663 3.672 0.883 -0.11 -0.14 -0.12 -0.090
C 1.215 4.675 1.637 -0.03 0.04 0.12 -0.155
C 1.331 5.941 1.044 0.01 -0.05 0.08 -0.158
C 0.900 6.170 -0.251 -0.04 -0.02 -0.07 -0.166
C 0.336 5.144 -1.019 -0.04 0.03 -0.04 -0.133
C 0.232 3.907 -0.433 -0.07 -0.08 -0.36 -0.150
H 1.544 4.498 2.651 0.02 0.01 -0.01 0.249
H 1.769 6.752 1.610 -0.01 0.00 0.00 0.246
H 1.005 7.158 -0.679 -0.01 0.00 0.00 0.247
H 0.002 5.321 -2.033 0.02 0.01 0.01 0.245
C 0.574 -5.735 -0.954 -0.02 0.03 0.03 -0.656
C 0.165 -4.529 -0.179 0.05 -0.04 -0.05 0.229
C -0.367 -4.395 1.084 -0.01 -0.01 0.13 -0.329
C -0.533 -3.022 1.294 -0.09 0.04 -0.05 0.209
N -0.137 -2.343 0.212 -0.02 -0.48 0.32 -0.347
N 0.288 -3.280 -0.665 0.08 0.04 -0.17 -0.325
C -1.067 -2.325 2.501 0.01 -0.11 -0.01 -0.649
H -0.248 -6.446 -1.008 -0.01 0.01 -0.01 0.258
H 1.408 -6.236 -0.463 0.02 0.02 0.00 0.256
H 0.876 -5.480 -1.969 0.00 0.01 0.00 0.229
H -0.597 -5.192 1.772 -0.01 0.03 -0.01 0.256
H 0.667 -3.009 -1.557 0.02 0.01 0.05 0.417
H -0.484 -2.587 3.384 0.02 0.03 -0.01 0.256
H -2.097 -2.624 2.695 0.00 0.02 -0.01 0.254
H -1.046 -1.238 2.392 0.01 0.04 0.02 0.199
```
Positions in Å, forces in eV/Å.